A 2-piece molecular cluster, C28H28F3N2O8S3 overall in a non-equilibrium geometry. Source: the OMol25 dataset; level of theory: ωB97M-V/def2-TZVPD.

```
72
Properties=species:S:1:pos:R:3
S -0.05 0.07 0.40
S 0.54 -2.25 -1.78
S -1.97 -0.60 -1.64
F 0.98 -1.94 1.75
F 0.11 -0.32 2.93
F -1.20 -1.78 1.95
O 0.83 1.99 3.86
O 1.82 -2.22 -1.11
O 0.45 -1.79 -3.15
O -1.68 0.74 -2.08
O -1.43 2.13 3.11
O 2.36 1.62 2.29
O -1.90 2.99 1.08
O -2.40 -1.58 -2.62
N 3.76 1.03 -3.38
N -0.62 -1.19 -0.80
C -3.82 -1.87 -0.07
C 1.25 2.02 2.56
C 0.87 3.62 0.69
C 0.97 2.31 -1.37
C -1.34 -4.30 -2.21
C 0.76 -4.96 -1.22
C -1.06 2.58 1.87
C -4.66 -1.98 1.03
C -4.40 0.39 1.47
C -0.43 3.93 4.48
C 3.05 1.81 -2.51
C 3.28 -0.29 -3.74
C -0.05 -1.08 1.81
C -4.93 -0.86 1.82
C 5.07 1.37 -3.88
C 0.32 -6.29 -1.20
C -3.21 -0.64 -0.34
C -0.96 -6.62 -1.67
C 1.66 3.11 -0.47
C 0.34 2.53 1.54
C 3.01 3.41 -0.67
C -1.02 1.61 5.36
C -0.09 -3.95 -1.69
C 1.67 1.58 -2.30
C -1.80 -5.62 -2.17
C -0.50 2.44 4.19
C 3.68 2.84 -1.75
C -3.56 0.50 0.37
H -2.79 -5.86 -2.54
H -5.56 -0.96 2.70
H 5.09 1.11 -4.95
H 3.17 -0.94 -2.85
H -3.61 -2.73 -0.71
H -1.31 -7.66 -1.68
H 1.13 0.85 -2.89
H 3.99 -0.74 -4.44
H 0.00 4.48 3.63
H 1.49 4.29 1.31
H -2.08 1.82 5.53
H -1.43 4.33 4.70
H -0.01 4.16 0.32
H 4.70 3.13 -1.96
H 0.22 4.07 5.35
H -1.96 -3.53 -2.64
H -5.11 -2.96 1.26
H 1.76 -4.70 -0.89
H 5.85 0.78 -3.39
H -0.44 1.82 6.26
H 5.27 2.44 -3.77
H -0.12 2.26 -1.32
H 0.98 -7.07 -0.82
H -0.93 0.54 5.13
H -3.16 1.48 0.09
H 2.30 -0.26 -4.24
H -4.64 1.28 2.05
H 3.51 4.11 0.02
```

Calculated values
ΔE to the lowest compared entry with this formula, charge and spin = 79.44 kJ/mol
M = 673.7 g/mol
HOMO-LUMO gap = 6.197 eV
E = -3289.38282 Ha
2S+1 = 1
Total charge = -1



One molecule with the formula C7H11F in a non-equilibrium geometry. Source: the OMol25 dataset; level of theory: ωB97M-V/def2-TZVPD.

```
19
Properties=species:S:1:pos:R:3
F -1.26 1.69 -0.88
C -1.17 0.48 -0.18
C 1.53 0.82 0.81
C -2.39 -0.05 0.84
C 1.12 -0.56 -0.93
C 2.47 0.11 -0.23
C -2.18 -0.65 -0.53
C 0.24 -0.08 0.18
H 3.14 -0.63 0.32
H 0.39 -0.89 0.86
H 1.52 1.95 0.42
H 1.85 0.86 1.86
H 3.20 0.82 -0.72
H 1.17 -1.78 -0.90
H -3.27 0.64 1.01
H -2.31 -0.64 1.70
H 0.84 -0.29 -2.10
H -3.12 -0.15 -1.10
H -1.76 -1.64 -0.44
```

Calculated values
ΔE to the lowest compared entry with this formula, charge and spin = 421.92 kJ/mol
M = 114.2 g/mol
HOMO-LUMO gap = 10.439 eV
E = -373.00671 Ha
Structure (SMILES) = FC1(C2CCC2)CC1
2S+1 = 1



C5H9IS4 as an isolated structure in a non-equilibrium geometry. Source: the OMol25 dataset; level of theory: ωB97M-V/def2-TZVPD.

```
19
Properties=species:S:1:pos:R:3
I -3.49 0.90 -0.24
S -1.28 -0.87 1.76
S -0.96 2.12 1.37
S -1.11 -1.40 -1.23
S -0.71 1.94 -1.60
C 0.93 -0.29 0.21
C -0.59 -0.25 0.15
C -1.30 1.15 -0.12
C 1.82 0.68 -0.02
C 1.49 -1.65 0.59
H 2.96 0.65 -0.08
H 1.52 1.59 -0.50
H -1.01 0.96 -2.38
H 0.73 -2.23 1.11
H -1.49 3.43 0.96
H 1.90 -2.10 -0.27
H -1.61 -1.93 1.16
H -0.03 -1.37 -2.06
H 2.24 -1.35 1.19
```

Calculated values
ΔE to the lowest compared entry with this formula, charge and spin = 36.91 kJ/mol
M = 324.3 g/mol
HOMO-LUMO gap = 8.619 eV
E = -2086.26050 Ha
2S+1 = 1



Among the records above, which one has the highest HOMO-LUMO gap? C7H11F



Repeat the third record exactly.
C5H9IS4 as an isolated structure in a non-equilibrium geometry. Source: the OMol25 dataset; level of theory: ωB97M-V/def2-TZVPD.

```
19
Properties=species:S:1:pos:R:3
I -3.49 0.90 -0.24
S -1.28 -0.87 1.76
S -0.96 2.12 1.37
S -1.11 -1.40 -1.23
S -0.71 1.94 -1.60
C 0.93 -0.29 0.21
C -0.59 -0.25 0.15
C -1.30 1.15 -0.12
C 1.82 0.68 -0.02
C 1.49 -1.65 0.59
H 2.96 0.65 -0.08
H 1.52 1.59 -0.50
H -1.01 0.96 -2.38
H 0.73 -2.23 1.11
H -1.49 3.43 0.96
H 1.90 -2.10 -0.27
H -1.61 -1.93 1.16
H -0.03 -1.37 -2.06
H 2.24 -1.35 1.19
```

Calculated values
ΔE to the lowest compared entry with this formula, charge and spin = 36.91 kJ/mol
M = 324.3 g/mol
HOMO-LUMO gap = 8.619 eV
E = -2086.26050 Ha
2S+1 = 1



Which formula does entry 1 have? C28H28F3N2O8S3



What is the HOMO-LUMO gap in the first record? 6.197 eV